(1)
15
Properties=species:S:1:pos:R:3:mulliken_charge:R:1 method="wB97M-V/def2-TZVPD" de_lowest_kcal_mol=109.8 molar_mass_g_mol=106.10 charge=+1 e_lumo_ha=-0.128 total_energy_ev=-10758.900 multiplicity=1 gap_ev=8.77
H -1.472 1.745 -0.379 0.344
H 2.522 -0.837 0.672 0.352
N -1.507 0.959 0.230 -0.149
H -3.436 0.913 -0.384 0.336
H -1.652 -1.319 -0.152 0.298
H 2.119 2.049 0.292 0.386
C 0.860 0.494 0.112 -0.169
C -0.485 0.129 0.173 0.413
H -0.278 -1.757 0.877 0.278
O -2.784 0.261 -0.041 -0.441
H 1.204 -1.628 -0.121 0.372
O 1.439 1.639 -0.332 -0.505
H 2.310 -0.631 -0.992 0.355
N -0.669 -1.211 0.104 -0.553
N 1.830 -0.807 -0.059 -0.316

(2)
15
Properties=species:S:1:pos:R:3:mulliken_charge:R:1 method="wB97M-V/def2-TZVPD" de_lowest_kcal_mol=72.4 molar_mass_g_mol=106.10 charge=+1 e_lumo_ha="-0.125 / -0.262" total_energy_ev=-10753.729 multiplicity=3 gap_ev="9.18 / 7.23"
O 1.258 -1.437 0.405 -0.432
C -0.501 -0.079 0.004 0.426
H 2.564 -0.221 -0.743 0.353
H -0.759 0.492 3.309 0.362
C 1.595 0.156 -1.179 -0.850
H 0.552 -1.626 1.118 0.514
H -1.476 -1.297 1.571 0.355
O -1.325 0.257 2.611 -0.279
N -1.294 0.837 -0.422 -0.397
H 1.610 -0.095 -2.291 0.259
N 0.683 -0.473 -0.328 0.251
H -2.118 1.252 0.093 0.274
H 1.273 1.277 -1.000 0.335
N -0.754 -0.804 2.012 -0.473
H -1.247 0.980 -1.493 0.302

(3)
23
Properties=species:S:1:pos:R:3:mulliken_charge:R:1 method="wB97M-V/def2-TZVPD" de_lowest_kcal_mol=30.6 molar_mass_g_mol=279.02 e_lumo_ha=-0.029 total_energy_ev=-48869.772 multiplicity=1 gap_ev=7.90
H -2.670 1.991 0.350 0.331
O 3.091 -0.764 -2.500 -0.475
H -3.196 -1.147 -0.447 0.337
P 2.633 -1.368 -1.052 0.280
C -2.520 1.419 1.192 -0.387
O -3.418 -0.588 0.303 -0.607
P 2.400 0.784 1.162 -0.225
O 4.543 -0.254 0.033 -0.497
P 0.125 -0.822 0.183 0.115
H -3.556 1.507 1.602 0.341
O -1.462 1.825 1.953 -0.521
H 4.848 -0.023 -0.878 0.375
N 3.170 -0.140 -0.002 0.369
O 0.117 -1.002 -2.418 -0.462
C -2.251 -0.082 0.810 0.250
H 2.454 -1.017 -3.166 0.331
O -1.945 -0.827 1.925 -0.487
H -1.297 -0.267 2.399 0.549
H -0.780 1.304 1.549 0.458
N 0.829 -0.408 -1.297 -0.129
H -0.662 -0.471 -2.513 0.350
N 0.851 0.436 1.035 0.034
O -1.304 -0.087 -0.223 -0.330

(4)
15
Properties=species:S:1:pos:R:3:mulliken_charge:R:1 method="wB97M-V/def2-TZVPD" de_lowest_kcal_mol=24.3 molar_mass_g_mol=138.24 charge=+1 e_lumo_ha=-0.167 total_energy_ev=-28337.353 multiplicity=1 gap_ev=8.12
S 0.326 -2.591 -0.352 -0.277
H 0.398 1.639 -0.511 0.244
S -1.201 0.014 2.199 -0.236
N -0.042 0.835 -0.027 -0.134
H -1.654 -0.523 -0.463 0.444
N 1.225 0.988 1.918 -0.311
H 1.870 1.388 1.341 0.206
C 0.043 0.783 1.365 0.214
H -0.387 1.344 -2.356 0.231
H 1.472 -2.435 0.260 0.152
H 0.455 -3.876 -0.689 0.191
C -0.912 0.280 -0.810 0.051
N -1.103 0.634 -2.079 -0.321
H 1.300 1.342 2.850 0.277
H -1.789 0.176 -2.646 0.268

(5)
14
Properties=species:S:1:pos:R:3:mulliken_charge:R:1 method="wB97M-V/def2-TZVPD" de_lowest_kcal_mol=18.3 molar_mass_g_mol=88.11 charge=+1 e_lumo_ha="-0.159 / -0.319" total_energy_ev=-8154.519 multiplicity=2 gap_ev="9.49 / 4.72"
H 1.546 -0.347 2.202 0.289
H 0.295 -0.064 1.005 0.223
C 2.176 -0.253 0.305 0.162
H -3.121 0.777 0.680 0.236
N -3.066 -0.182 0.315 -0.505
N 1.288 -0.096 1.256 -0.145
H -1.966 -1.272 -0.948 0.327
H 3.140 -0.657 0.615 0.352
H 2.610 0.147 -1.555 0.301
C -1.980 -0.415 -0.284 0.141
H -0.393 0.343 -1.374 0.296
N 1.813 -0.060 -0.950 -0.305
N -1.013 0.560 -0.612 -0.560
H -1.329 1.518 -0.655 0.189

(6)
15
Properties=species:S:1:pos:R:3:mulliken_charge:R:1 method="wB97M-V/def2-TZVPD" de_lowest_kcal_mol=71.0 molar_mass_g_mol=120.18 e_lumo_ha=0.028 smiles="N/N=C(/CS)NN" total_energy_ev=-18995.057 multiplicity=1 gap_ev=9.15
H 1.690 0.635 1.072 0.320
N -0.872 -1.010 -0.198 -0.210
H 2.268 -1.129 -2.529 0.273
H 0.819 -0.369 2.163 0.310
H -1.162 0.299 -2.144 0.312
C 0.350 -0.466 -0.033 0.575
H -1.444 1.104 2.531 0.109
S -0.486 1.602 1.784 -0.179
H -1.502 -0.829 0.672 0.302
N 1.258 -0.959 -2.153 -0.648
H -0.902 -1.513 -2.200 0.300
N 1.292 -0.329 -0.918 -0.291
C 0.629 0.339 1.295 -0.706
H 0.857 -1.947 -2.125 0.203
N -1.495 -0.720 -1.527 -0.673

(7)
15
Properties=species:S:1:pos:R:3:mulliken_charge:R:1 method="wB97M-V/def2-TZVPD" de_lowest_kcal_mol=14.0 molar_mass_g_mol=120.18 e_lumo_ha=0.026 smiles="CN(N)C(=S)NN" total_energy_ev=-18997.529 multiplicity=1 gap_ev=8.96
H -2.129 -0.874 -1.910 0.287
H -0.108 -0.188 3.148 0.219
H -2.090 1.118 0.332 0.230
H -1.077 0.586 -2.331 0.324
N -2.055 0.147 0.295 -0.713
N 0.132 -0.632 2.281 -0.546
H -0.402 -1.104 -2.221 0.339
H 0.913 -1.241 2.401 0.241
N -0.913 -0.218 -0.413 0.278
N 0.495 0.427 1.379 -0.193
C -1.146 -0.401 -1.808 -0.887
C 0.327 0.174 0.016 0.164
S 1.663 0.278 -1.014 -0.359
H -1.881 -0.174 1.189 0.308
H 1.453 0.724 1.563 0.308

(8)
16
Properties=species:S:1:pos:R:3:mulliken_charge:R:1 method="wB97M-V/def2-TZVPD" de_lowest_kcal_mol=115.7 molar_mass_g_mol=152.25 e_lumo_ha=0.015 total_energy_ev=-29827.833 multiplicity=1 gap_ev=8.41
S -1.364 -1.567 0.661 -0.106
H 0.109 -1.716 -0.806 0.388
H 1.885 1.066 2.325 0.217
H 2.637 2.325 0.394 0.231
N -0.759 -0.923 -0.847 -0.587
N -2.415 1.519 -0.437 -0.523
H -2.708 2.491 -0.597 0.220
N -1.035 1.445 -0.165 -0.265
S 2.183 -0.615 -0.467 -0.276
H 0.498 2.372 1.140 0.300
C -0.325 0.351 -0.370 0.623
C 1.571 1.622 1.015 -0.719
H 2.696 0.054 -1.629 0.149
H -0.345 -1.471 1.485 0.136
H -2.785 0.736 -1.042 0.245
N 0.984 0.420 0.269 -0.034